Molecular formula: C27H58Cl48NO4P
Method: DFT, ωB97M-V/def2-TZVPD

Computed properties:
Kohn-Sham gap in eV: 9.28
E_LUMO in eV: -0.034
Calculated total energy in Ha: -23849.729189
Charge: 0

Last column: Mulliken charge in e.
Geometry (Å):
N 2.92 -3.28 0.43  -0.554
C 1.72 -3.41 -0.54  0.195
C 0.85 -2.01 -0.34  0.148
O 0.48 -1.89 1.08  -0.007
C -0.94 -1.50 1.24  0.261
P -2.20 -2.83 0.70  1.158
O -3.60 -2.44 1.39  -0.672
O -2.51 -2.89 -1.01  -0.236
O -1.79 -4.41 1.39  -0.368
H 2.56 -3.45 1.41  0.079
H 3.10 -2.23 0.42  0.242
H 1.00 -4.28 -0.16  -0.156
H 2.07 -3.58 -1.66  0.187
H 1.56 -1.11 -0.66  -0.584
H -0.05 -2.02 -1.09  0.352
H -1.09 -1.36 2.42  -0.357
H -1.18 -0.43 0.78  0.057
H -1.79 -3.45 -1.46  0.078
H -1.01 -4.74 0.82  0.216
C -3.87 0.00 3.87  0.520
Cl -2.60 1.16 3.46  -0.014
Cl -4.26 0.06 5.59  -0.166
H -4.76 0.24 3.29  -0.094
H -3.52 -1.01 3.62  -0.152
C -1.03 3.68 0.89  -0.060
Cl 0.01 2.47 0.13  -0.013
Cl -2.51 3.92 -0.04  -0.183
H -1.29 3.34 1.90  0.064
H -0.49 4.63 0.95  0.176
C 3.79 0.18 -2.97  -0.186
Cl 2.08 0.27 -2.54  -0.120
Cl 4.75 -0.41 -1.60  -0.105
H 3.92 -0.51 -3.81  0.326
H 4.14 1.17 -3.25  0.097
C 2.68 4.41 2.23  0.273
Cl 1.60 4.21 3.61  -0.111
Cl 1.86 5.25 0.90  -0.211
H 3.55 4.99 2.54  0.238
H 3.00 3.42 1.88  -0.160
C 4.30 0.50 3.11  -0.340
Cl 3.47 0.78 1.58  -0.069
Cl 5.64 1.63 3.33  -0.168
H 3.59 0.63 3.93  0.216
H 4.69 -0.52 3.12  0.334
C -3.53 3.74 6.01  0.208
Cl -2.26 4.90 5.61  -0.170
Cl -3.92 3.80 7.73  -0.206
H -4.42 3.97 5.43  0.319
H -3.18 2.73 5.76  -0.198
C 0.00 2.85 7.60  0.247
Cl 1.49 2.52 6.71  -0.115
Cl 0.34 3.20 9.30  -0.178
H -0.49 3.72 7.15  -0.134
H -0.65 1.98 7.54  0.163
C 7.18 1.93 -4.06  0.351
Cl 6.35 0.78 -5.12  -0.165
Cl 6.06 2.69 -2.93  -0.132
H 7.96 1.40 -3.50  0.323
H 7.64 2.71 -4.68  -0.342
C 4.56 8.00 -0.17  -0.167
Cl 5.15 6.89 1.07  -0.149
Cl 5.00 9.67 0.21  -0.192
H 5.01 7.73 -1.13  0.276
H 3.47 7.93 -0.23  0.200
C -7.29 3.95 8.80  0.176
Cl -7.92 2.83 7.59  -0.073
Cl -7.63 3.38 10.44  -0.169
H -6.21 4.04 8.67  -0.190
H -7.76 4.93 8.66  0.286
C -3.28 3.78 -3.57  0.078
Cl -2.28 4.13 -4.98  -0.164
Cl -4.85 4.60 -3.69  -0.171
H -3.44 2.71 -3.50  0.248
H -2.77 4.14 -2.67  -0.002
C 8.33 10.47 -1.05  0.317
Cl 9.19 11.68 -0.09  -0.156
Cl 8.11 11.01 -2.72  -0.160
H 8.90 9.54 -1.05  0.245
H 7.35 10.29 -0.60  -0.226
C 1.57 -5.65 3.95  -0.378
Cl -0.18 -5.78 4.11  -0.131
Cl 2.04 -4.08 3.30  -0.122
H 2.03 -5.78 4.94  0.359
H 1.92 -6.44 3.28  0.265
C 9.35 5.48 -5.91  -0.265
Cl 8.72 4.35 -7.12  -0.183
Cl 9.01 4.91 -4.27  -0.146
H 10.43 5.57 -6.04  0.291
H 8.88 6.45 -6.05  0.273
C -1.29 -8.81 1.83  0.509
Cl -0.02 -7.64 1.43  -0.135
Cl -1.69 -8.75 3.55  -0.188
H -2.18 -8.57 1.25  0.011
H -0.94 -9.81 1.58  -0.216
C -1.77 -3.71 -4.93  -0.355
Cl -3.48 -3.62 -4.51  -0.132
Cl -0.81 -4.29 -3.56  -0.105
H -1.64 -4.40 -5.77  0.358
H -1.42 -2.72 -5.21  0.268
C -8.81 1.35 4.01  -0.258
Cl -8.93 0.56 5.58  -0.163
Cl -7.46 0.71 3.07  -0.128
H -9.74 1.19 3.45  0.303
H -8.66 2.42 4.16  0.233
C -2.05 2.93 -8.73  -0.007
Cl -2.15 3.97 -10.15  -0.165
Cl -3.15 1.55 -8.88  -0.103
H -1.03 2.56 -8.62  0.280
H -2.33 3.51 -7.85  0.009
C -0.68 -2.40 5.62  -0.380
Cl -1.51 -2.11 4.09  -0.034
Cl 0.66 -1.26 5.84  -0.125
H -1.39 -2.27 6.44  0.332
H -0.29 -3.42 5.63  0.105
C -0.34 -13.34 1.87  -0.312
Cl -0.81 -12.22 0.59  -0.120
Cl 0.09 -12.47 3.35  -0.138
H -1.18 -14.01 2.09  0.269
H 0.52 -13.93 1.54  0.292
C -5.79 -0.99 -6.69  -0.226
Cl -4.93 0.22 -5.73  -0.077
Cl -6.01 -0.45 -8.35  -0.154
H -5.22 -1.92 -6.69  0.153
H -6.77 -1.17 -6.24  0.304
C -3.12 -8.81 -2.12  -0.433
Cl -2.53 -9.92 -0.87  -0.097
Cl -2.68 -7.14 -1.74  -0.033
H -2.67 -9.09 -3.08  0.284
H -4.21 -8.89 -2.18  0.288
C -6.31 -3.83 -0.05  -0.169
Cl -5.27 -5.04 -0.81  -0.079
Cl -7.79 -3.59 -0.98  -0.194
H -6.57 -4.17 0.96  0.308
H -5.77 -2.88 0.01  0.117
C 7.50 3.90 -10.65  0.177
Cl 8.50 4.24 -12.06  -0.153
Cl 5.93 4.71 -10.77  -0.149
H 7.34 2.82 -10.58  0.272
H 8.01 4.26 -9.75  -0.120